# 1
Here is a molecular structure, C16H18RuS2 from OMol25. Energies are from ωB97M-V/def2-TZVPD.

```
37
Properties=species:S:1:pos:R:3:mulliken_spin:R:1
Ru 0.35 -1.08 -0.02 3.46
C -3.12 0.79 1.92 0.00
C -1.83 1.61 1.78 -0.02
C -1.70 2.61 2.93 0.01
C -0.59 0.75 1.75 0.07
C -0.53 -0.53 2.32 0.09
C 0.69 -1.22 2.44 -0.02
C 1.90 -0.63 2.01 0.05
C 3.21 -1.30 2.29 0.03
C 1.83 0.63 1.38 0.03
C 0.60 1.28 1.21 -0.06
H -3.98 1.43 1.74 0.00
H -3.21 0.39 2.93 0.00
H -3.14 -0.03 1.20 0.00
H -1.88 2.17 0.84 0.01
H -1.66 2.09 3.88 0.00
H -2.57 3.27 2.93 0.00
H -0.81 3.22 2.82 0.00
H -1.42 -0.96 2.77 0.02
H 0.72 -2.16 2.99 0.00
H 3.47 -2.00 1.49 0.00
H 3.17 -1.86 3.22 0.00
H 4.01 -0.57 2.35 0.00
H 2.75 1.12 1.07 0.00
H 0.59 2.27 0.77 0.00
S 2.02 -1.12 -1.74 0.53
C 1.01 -1.01 -3.15 0.10
C 1.64 -1.11 -4.39 0.00
C 0.91 -1.05 -5.57 0.05
C -0.47 -0.89 -5.52 0.06
C -1.11 -0.78 -4.30 -0.01
C -0.40 -0.83 -3.10 0.11
S -1.32 -0.63 -1.64 0.51
H 2.71 -1.24 -4.42 0.00
H 1.41 -1.12 -6.52 0.00
H -1.05 -0.85 -6.43 0.00
H -2.18 -0.65 -4.25 0.00
```

The HOMO-LUMO gap (spin up / spin down) is 0.29314 / 0.20713 Ha. Its charge is +1. Its multiplicity is 6. The expectation value of S² is 8.774. Its largest force on an atom is 0.7 eV/Å.


# 2
Here is a molecular structure, C26H69FFeO9 from OMol25. Energies are from ωB97M-V/def2-TZVPD.

```
106
Properties=species:S:1:pos:R:3:mulliken_spin:R:1
Fe 9.70 -13.02 -2.69 3.98
C 10.82 -13.15 1.34 0.07
C 9.49 -13.46 0.63 -0.01
O 9.28 -13.03 -0.72 0.74
H 10.82 -13.50 2.37 -0.01
H 11.00 -12.08 1.21 0.01
H 11.68 -13.62 0.86 0.00
H 8.63 -13.06 1.16 0.01
H 9.29 -14.53 0.71 0.04
F 10.65 -14.77 -2.68 0.07
C 9.58 -9.69 2.20 0.00
C 8.80 -9.13 0.96 0.00
C 9.29 -7.80 0.42 0.00
O 8.88 -10.05 -0.05 0.01
H 9.34 -10.72 2.47 0.00
H 9.21 -9.12 3.06 0.00
H 10.66 -9.66 2.18 0.00
H 7.74 -9.06 1.24 0.00
H 8.62 -7.46 -0.37 0.00
H 10.29 -7.92 0.00 0.00
H 9.34 -7.02 1.19 0.00
H 8.95 -10.95 0.28 -0.01
C 5.65 -11.51 1.07 0.00
C 5.24 -12.51 2.14 0.00
C 5.98 -12.44 3.51 0.00
O 3.84 -12.34 2.27 0.00
H 5.12 -11.62 0.13 0.00
H 6.70 -11.69 0.85 0.00
H 5.69 -10.48 1.43 0.00
H 5.43 -13.49 1.70 0.00
H 5.62 -13.17 4.24 0.00
H 5.81 -11.50 4.04 0.00
H 7.05 -12.54 3.34 0.00
H 3.51 -12.93 2.95 0.00
C 6.48 -10.79 -2.69 0.00
C 7.73 -10.61 -3.58 0.01
C 7.99 -9.13 -3.93 0.00
O 8.77 -11.07 -2.66 0.05
H 6.50 -10.23 -1.76 0.00
H 6.25 -11.83 -2.45 0.00
H 5.63 -10.34 -3.22 0.00
H 7.69 -11.26 -4.45 0.00
H 7.24 -8.63 -4.54 0.00
H 8.97 -9.03 -4.42 0.00
H 8.08 -8.55 -3.02 0.00
H 8.69 -10.51 -1.88 0.00
C 14.14 -15.02 2.71 0.00
C 13.44 -16.34 2.53 0.00
C 14.08 -17.41 1.58 0.00
O 13.57 -16.89 3.82 0.00
H 15.20 -15.18 2.92 0.00
H 13.77 -14.44 3.55 0.00
H 13.97 -14.47 1.79 0.00
H 12.40 -16.27 2.21 0.00
H 13.98 -17.08 0.55 0.00
H 13.57 -18.38 1.51 0.00
H 15.16 -17.54 1.70 0.00
H 13.21 -16.30 4.47 0.00
C 9.10 -15.89 4.12 0.00
C 8.62 -15.11 5.37 0.00
C 7.44 -15.80 6.06 0.00
O 9.75 -15.05 6.24 0.00
H 8.26 -16.00 3.43 0.00
H 9.49 -16.88 4.34 0.00
H 9.87 -15.41 3.50 0.00
H 8.42 -14.05 5.16 0.00
H 7.19 -15.20 6.94 0.00
H 7.76 -16.81 6.29 0.00
H 6.53 -15.91 5.48 0.00
H 9.49 -14.33 6.83 0.00
C 10.69 -17.25 -0.38 0.11
C 10.76 -18.16 -1.64 0.07
C 10.05 -19.54 -1.30 0.05
O 10.08 -17.52 -2.65 0.63
H 9.66 -16.96 -0.21 0.01
H 11.21 -16.31 -0.58 0.01
H 11.17 -17.72 0.49 0.00
H 11.82 -18.32 -1.82 0.12
H 10.31 -19.87 -0.30 0.00
H 10.22 -20.31 -2.05 0.00
H 8.97 -19.42 -1.27 0.00
H 10.30 -16.59 -2.52 -0.02
C 16.08 -11.90 -0.84 0.00
C 15.07 -12.58 -0.02 0.00
C 14.65 -11.68 1.14 0.00
O 13.89 -12.89 -0.79 0.00
H 16.33 -12.51 -1.71 0.00
H 17.00 -11.81 -0.26 0.00
H 15.77 -10.96 -1.30 0.00
H 15.44 -13.52 0.38 0.00
H 13.95 -12.20 1.80 0.00
H 14.09 -10.79 0.83 0.00
H 15.48 -11.26 1.71 0.00
H 14.00 -13.78 -1.12 0.00
C 6.15 -14.51 -1.47 0.01
C 7.35 -15.02 -2.32 -0.02
C 7.00 -16.19 -3.22 0.00
O 7.71 -13.84 -3.11 0.04
H 5.25 -14.32 -2.04 0.00
H 6.47 -13.60 -0.94 0.00
H 5.81 -15.24 -0.74 0.00
H 8.10 -15.29 -1.58 0.02
H 6.08 -16.05 -3.80 0.00
H 6.86 -17.15 -2.72 0.00
H 7.81 -16.39 -3.93 0.00
H 7.06 -13.75 -3.81 0.00
```

The HOMO-LUMO gap (spin up / spin down) is 0.30838 / 0.10028 Ha. Its charge is +2. Its multiplicity is 7. The expectation value of S² is 12.018. Its largest force on an atom is 4.2 eV/Å.


# 3
Here is a molecular structure, C15H16Cl2N4 from OMol25. Energies are from ωB97M-V/def2-TZVPD.

```
37
Properties=species:S:1:pos:R:3:nbo_charge:R:1
Cl -2.46 1.70 -2.50 0.08
C -0.93 2.27 -2.72 -0.16
C -0.78 3.55 -3.10 -0.14
C 0.34 4.24 -3.39 -0.25
C 1.35 3.47 -3.33 -0.17
C 1.40 2.32 -2.90 -0.07
C 0.17 1.80 -2.64 0.02
C 0.22 0.06 -2.35 -0.19
N 0.83 -0.04 -1.04 -0.50
C -0.06 0.63 0.11 -0.25
C 0.52 0.10 1.43 -0.23
N 0.07 -1.35 1.36 -0.47
C -0.68 -1.95 2.58 0.57
N -0.69 -3.20 2.60 -0.50
C -1.26 -3.85 3.58 0.16
C -1.37 -2.92 4.88 -0.28
C -1.19 -1.66 4.87 -0.01
N -0.62 -1.03 3.75 -0.45
H -1.05 -1.22 5.73 0.19
H -1.67 -3.44 5.80 0.21
H -1.47 -4.86 3.49 0.20
C 0.28 -1.89 0.29 -0.15
H 0.57 -3.06 0.56 0.21
C 1.28 -1.20 -0.52 -0.15
H 1.48 -2.16 -1.64 0.14
H 2.14 -1.37 0.04 0.19
H -1.00 -2.07 -0.25 0.05
H 1.53 0.16 1.69 0.21
H -0.26 0.75 2.24 0.25
H -1.11 0.54 -0.04 0.21
H 0.29 1.65 0.03 0.21
H 0.78 -0.50 -3.07 0.22
H -0.77 -0.25 -2.26 0.18
Cl 2.80 1.36 -2.73 0.04
H 2.46 4.05 -3.44 0.18
H 0.64 5.28 -3.65 0.25
H -1.79 4.11 -3.42 0.20
```

The HOMO-LUMO gap is 0.26413 Ha. Its largest force on an atom is 17.6 eV/Å.


# 4
Here is a gas-phase ion, C5H8F3N2O3 (charge +1) from OMol25. Energies are from ωB97M-V/def2-TZVPD.

```
21
Properties=species:S:1:pos:R:3:nbo_charge:R:1
C 2.70 0.58 -0.52 -0.62
C 1.14 0.78 -0.49 -0.68
C 0.42 -0.10 0.30 0.69
C 0.64 -1.42 0.83 -0.81
N -1.20 0.29 0.71 -0.15
O -1.89 -0.76 1.06 -0.31
N -2.38 -1.62 -0.33 0.71
O -3.27 -2.33 -0.07 -0.16
O -1.74 -1.20 -1.22 -0.25
C -1.77 1.45 0.20 1.05
F -3.00 1.55 0.59 -0.26
F -1.07 2.44 0.66 -0.29
F -1.78 1.52 -1.14 -0.31
H 2.98 -0.62 -0.59 0.22
H 3.16 0.95 -1.45 0.26
H 3.30 1.04 0.35 0.26
H 0.95 1.93 -0.49 0.34
H 0.80 0.75 -1.46 0.36
H 1.73 -1.58 0.95 0.29
H 0.04 -1.35 1.79 0.33
H 0.24 -2.31 0.33 0.33
```

The HOMO-LUMO gap (spin up / spin down) is 0.30270 / 0.30274 Ha. Its SMILES is CC/C(C)=[N+](/O[N+](=O)[O-])C(F)(F)F. Its charge is +1. Its largest force on an atom is 7.4 eV/Å.